7
Properties=species:S:1:pos:R:3:forces:R:3 method="wB97M-V/def2-TZVPD" lumo_energy_ha=0.150 e_above_lowest_kcal_mol=85.34 e_homo_ev=-3.0 charge=-1 energy_ha=-733.98015 orbital_gap_ev=7.035 mol_weight_g_mol=109.086
N 3.78521 -0.81393 0.18475 0.5 -0.5 0.0
O 0.21174 0.08804 1.11910 -0.4 -0.4 -0.4
O 1.24644 -0.69400 -0.98166 -0.4 0.0 -0.4
N 3.80818 0.21629 0.53093 -0.4 4.1 1.1
S 0.23636 -1.00610 0.07985 0.4 0.0 1.0
H -1.03499 -0.87136 -0.55950 0.3 0.4 -0.1
O 3.92947 -1.91096 -0.11796 0.0 -3.5 -1.2

***

126
Properties=species:S:1:pos:R:3:forces:R:3 method="wB97M-V/def2-TZVPD" lumo_energy_ha=0.008 e_homo_ev=-8.3 energy_ha=-4311.54955 orbital_gap_ev=8.536 mol_weight_g_mol=1069.809
H 4.26356 -2.06605 -0.86386 -0.7 0.4 0.5
H 3.59762 2.72209 -6.20943 -0.3 1.0 0.5
C -0.20820 -5.14501 -1.69947 1.1 0.6 0.4
H -3.01123 1.66803 4.79994 0.2 0.6 -0.6
F -0.54965 2.12221 8.39600 0.4 -1.0 0.2
F 4.52758 0.63847 -0.88465 -0.8 1.2 0.7
C -2.29211 -0.09132 5.53797 1.1 -2.1 -0.7
H -1.61287 -0.88536 5.22774 -0.3 -0.5 0.2
C -1.13285 3.05288 -6.06284 1.7 -0.4 0.5
H 3.43756 0.51567 1.60552 0.2 -0.3 0.3
C -2.31117 0.92083 4.42616 0.1 1.1 0.8
C 3.91496 -1.28555 3.41282 0.7 -1.5 -1.0
C 2.11253 -0.18841 5.56359 -0.1 -0.1 0.2
H -7.06038 4.73126 3.55411 0.4 0.2 -0.4
C 1.41890 0.90615 1.76427 -0.7 0.9 -0.7
H -5.53344 -5.24762 -1.57245 0.1 -0.8 -0.2
H -1.42950 2.17692 -5.48596 -1.1 0.3 0.1
F 0.67637 0.51509 9.32739 -2.1 0.5 -0.6
C -6.12926 -2.89022 -2.59131 1.2 0.3 0.6
O -4.27567 3.62316 2.33920 -3.4 0.4 -2.2
H 1.55732 -5.28227 -0.23915 -0.2 0.8 0.0
C 1.71329 -0.93366 4.25389 0.0 1.0 0.1
C -4.51329 4.09250 0.06250 -1.5 1.0 -0.1
C 5.66275 1.54361 -2.81078 0.9 1.3 -3.7
C -6.97466 2.72107 2.68055 -1.8 0.6 0.3
F 2.79562 6.55751 -7.01811 0.0 0.6 0.5
H 1.50309 -1.99244 4.40523 0.9 -0.3 0.2
H 0.23072 -6.36276 0.03189 -0.2 0.0 0.4
H -4.98956 -5.42196 -3.31886 -0.8 -0.3 0.1
C 0.82428 5.36537 -6.48025 -1.6 -1.9 4.2
N 2.63353 -0.74898 3.10854 -0.9 0.5 -0.1
F -4.55210 5.44931 -0.02265 0.1 -0.6 0.1
F 5.95407 -0.56019 -1.73731 1.0 -0.8 -1.0
H -1.61541 3.99863 -5.81631 -0.3 -0.4 -0.1
C -1.03063 -0.15671 7.75606 -1.2 -3.6 -1.9
H -1.00452 0.14521 1.24956 0.1 0.4 -0.3
H 2.95637 -3.10406 -0.00248 0.0 0.5 -0.2
C -1.63014 -3.57829 2.40486 1.2 -0.3 0.2
C 0.34470 3.02919 -5.65586 -0.4 0.7 -0.8
H 0.61474 1.26204 2.40830 0.0 -0.5 0.4
O -0.84443 -1.37553 7.82707 0.0 3.3 0.2
O 1.16523 4.01986 -6.40461 -0.5 1.4 -0.4
H 5.74179 -1.82126 2.29928 0.1 0.2 0.2
H -6.20608 -2.34424 -3.53158 -0.3 -0.5 -0.2
O 6.54965 1.43853 -3.67648 -2.7 0.3 3.1
F 1.71251 1.80048 -2.08608 0.9 0.5 0.5
O -3.67663 -2.91985 -2.32267 -2.0 -0.3 -0.5
H 4.38413 -2.68531 1.73882 -0.5 -0.1 0.4
C -0.29855 0.61918 -2.13238 -4.0 0.4 1.0
O -0.14552 -4.41057 0.64397 0.8 1.1 1.3
H 6.29935 -4.44709 -2.52561 -0.6 -0.7 0.5
F 1.82463 -0.40309 -2.05424 0.6 0.6 -0.2
C -5.12913 3.65213 1.41727 3.0 -2.0 3.5
O -6.36214 3.09375 1.44874 1.6 1.1 -1.4
O 4.55824 2.35924 -2.89219 1.3 -1.1 0.7
C 4.66983 -1.71106 2.13544 0.7 0.1 -0.3
H 5.93827 -2.86617 -1.98409 -0.1 0.3 -0.6
C 4.34332 -4.06003 -1.28450 0.9 -2.6 -0.5
O 4.09660 -5.19271 -0.88023 0.3 1.3 -0.3
H 3.04902 1.38962 3.06553 0.1 0.1 0.4
F 1.24787 0.68848 -3.83366 0.7 -0.2 -1.9
F -0.67624 -2.69909 2.64846 1.4 0.7 -0.9
O 0.05976 5.91325 -5.67676 2.0 -1.0 -2.8
F -2.70270 -2.87962 2.14877 -1.6 0.3 -0.5
H 3.76439 -2.25481 3.88819 -0.1 0.2 0.6
O -1.11438 1.52999 -2.33406 2.8 -2.1 0.4
C 0.46942 -5.34274 -0.26921 -2.5 -1.1 -2.0
F -1.75806 -4.16537 3.60084 -0.7 -1.2 -0.4
H 2.04480 0.89668 5.48564 -0.2 0.1 -0.3
F 6.68496 1.18006 -0.68515 -1.5 -0.2 -0.9
C 3.52916 -2.87070 -0.90000 0.9 -0.6 -0.6
H -7.77405 2.02005 2.44046 0.3 -0.2 -0.6
H -1.31322 1.32128 4.24772 0.0 0.3 0.3
H -2.78791 -0.54941 -1.20572 0.4 0.2 -0.5
H 3.34011 3.67537 -3.90853 0.1 -0.2 0.6
H -1.74337 -1.69831 -0.41339 -0.3 0.2 0.5
C -4.73971 -3.53033 -2.44092 2.0 -0.6 0.8
C 2.71834 0.57400 2.42248 -0.5 -1.0 0.6
F 0.94704 7.01740 -8.11924 0.2 0.5 0.3
H -8.18378 3.74123 4.21124 -0.5 -0.5 -0.2
H 0.17851 -5.82637 -2.45731 0.3 -0.2 0.3
C 1.20772 0.68271 -2.53427 -2.5 -1.1 1.4
C 5.45964 -3.77494 -2.34898 -0.4 0.3 1.1
H -1.29466 -5.19396 -1.77219 0.0 -0.4 0.8
H -2.70243 0.11203 1.25353 -0.3 -0.6 -0.3
O -0.65866 -0.57777 -1.53948 1.2 2.3 -0.6
H 4.94378 -3.65450 -3.30160 0.1 0.5 0.0
H -6.31183 2.14419 3.32549 0.3 0.8 0.2
C -0.57853 0.85022 8.85707 0.3 0.8 0.3
C -1.83494 -0.64684 -0.68566 -0.4 0.9 1.5
O -2.15155 -5.40870 0.81357 0.9 1.5 1.1
H -6.90713 -3.61572 -2.35328 -0.1 0.2 -0.6
H -3.80729 -5.58990 -2.12171 0.0 0.6 0.6
H 2.92839 -2.74814 -1.80120 -0.5 0.5 0.2
C 4.21462 2.36935 -5.38300 0.6 0.1 0.4
F -5.21748 3.61168 -0.95555 0.0 -0.2 -0.4
F 2.06332 5.21127 -8.51957 -0.5 0.6 0.9
H 1.53373 1.75724 1.09304 0.3 0.2 -0.2
H 1.08187 0.09004 1.12515 -0.1 -0.2 0.2
F -3.25860 3.71148 -0.04200 0.0 -0.2 0.0
H 4.56632 -1.04734 1.27703 0.0 0.3 0.2
H -3.30469 -0.46839 5.68146 0.2 -0.2 0.4
C 4.31863 3.21360 -4.04027 -0.4 -0.9 -2.1
H -2.63699 0.57716 3.44441 -0.3 -0.6 0.4
C -7.74875 3.94923 3.23369 1.5 0.2 1.3
H 0.67503 2.04883 -5.99920 0.7 0.3 -0.1
H -6.17067 -2.09799 -1.84382 0.0 0.0 0.2
C 5.67389 0.70468 -1.51451 1.4 0.2 0.9
H 0.50803 3.06774 -4.57886 0.1 0.6 -0.1
H 3.11294 -0.35296 5.96383 0.3 -0.4 -0.5
H 5.18489 2.23566 -5.86134 0.1 -0.3 0.4
H 1.49927 -0.47214 6.41888 -0.4 -0.1 -0.2
H 0.68931 -0.66131 3.99816 0.0 0.8 -0.4
O -1.75298 0.42857 6.76461 0.7 1.9 1.6
C 1.67341 6.08635 -7.52051 0.1 -1.6 -2.1
F -1.48886 0.86585 9.87358 1.1 -0.5 -0.7
C -1.34033 -4.57435 1.18248 -0.7 -1.9 -0.7
H -8.46135 4.43470 2.56690 0.0 -0.6 -0.2
H 4.50700 -0.66767 4.08795 0.3 0.2 0.0
C -1.85930 0.34944 0.60479 0.1 -1.5 -1.0
C -4.75094 -5.07870 -2.31221 -0.1 1.3 -0.8
H 5.05206 4.01855 -4.08761 0.2 -0.3 0.0
H -2.03156 1.40906 0.41603 0.6 -0.1 -0.5
H -1.13136 2.75007 -7.10994 -0.5 0.4 -0.1
H 0.00257 -4.14002 -2.06508 0.3 0.1 0.0
H 3.76049 1.39835 -5.18549 0.3 -0.2 0.4